C57H44ClGaN3OP2 | ωB97M-V/def2-TZVPD

Output
molecular weight = 954.12 u
LUMO = -2.610 eV
net charge = +1
orbital gap = 6.730 eV

Element x y z (Å)
Ga -0.0844 0.2448 0.1139
C -1.0388 2.6057 -3.4806
C -0.5901 1.5715 -2.6560
N -0.8579 1.5305 -1.3698
C -1.6169 2.4940 -0.7996
C -2.0237 3.6306 -1.5374
C -1.7151 3.6513 -2.9115
C -2.7250 4.6601 -0.8810
C -3.0020 4.5213 0.4508
C -2.6647 3.3625 1.1693
C -2.0021 2.3025 0.5688
N -1.6541 1.0775 1.0602
C -1.8982 0.5422 2.2984
C -2.7435 0.9994 3.2967
C -2.8326 0.3560 4.5430
C -2.1345 -0.7859 4.8179
C -1.3300 -1.3526 3.8093
C -0.6514 -2.5802 3.9666
C 0.1028 -3.0864 2.9436
C 0.1977 -2.3540 1.7576
N -0.4325 -1.2139 1.5824
C -1.2031 -0.6898 2.5665
H -0.8108 2.5872 -4.5369
H -0.0074 0.7468 -3.0531
H -2.0239 4.5049 -3.5028
H -3.0311 5.5358 -1.4382
H -3.5213 5.3150 0.9721
H -2.9297 3.3367 2.2108
H -3.3771 1.8531 3.1369
H -3.4696 0.7912 5.3018
H -2.2028 -1.2684 5.7841
H -0.7480 -3.1084 4.9073
H 0.6123 -4.0363 3.0218
H 0.8045 -2.7070 0.9320
C 2.3302 -4.3514 -4.7784
C 1.7120 -3.0360 -5.3049
C 1.7620 -3.0249 -6.8357
C 2.5195 -1.8906 -4.7159
C 3.7419 -1.4946 -5.2440
C 4.5363 -0.5474 -4.6179
C 4.1140 0.0430 -3.4422
C 2.8772 -0.2959 -2.9080
P 2.2664 0.4611 -1.3559
C 3.6301 -0.0666 -0.2704
C 4.7399 0.7244 0.0007
C 5.7519 0.2352 0.8149
C 5.6648 -1.0408 1.3484
C 4.5626 -1.8377 1.0686
C 3.5475 -1.3490 0.2651
C 2.5597 2.2440 -1.6781
C 2.5944 3.1681 -0.6303
C 2.7221 4.5243 -0.8904
C 2.8384 4.9797 -2.1951
C 2.8384 4.0692 -3.2395
C 2.6896 2.7147 -2.9855
C 2.1045 -1.2731 -3.5391
O 0.9159 -1.5830 -2.9182
C -0.0245 -2.3040 -3.6105
C -1.2987 -2.3478 -3.0472
C -2.3028 -3.0468 -3.7109
C -2.0302 -3.6946 -4.8995
C -0.7477 -3.6621 -5.4235
C 0.2797 -2.9685 -4.7972
P -1.6580 -1.6139 -1.4018
C -3.3186 -0.9041 -1.7817
C -4.5211 -1.3584 -1.2472
C -5.7228 -0.7666 -1.6141
C -5.7413 0.2852 -2.5146
C -4.5513 0.7297 -3.0721
C -3.3546 0.1351 -2.7131
C -2.0623 -3.1293 -0.4494
C -2.8491 -3.0429 0.7015
C -3.1797 -4.1808 1.4173
C -2.7160 -5.4229 1.0076
C -1.8980 -5.5165 -0.1077
C -1.5701 -4.3768 -0.8291
H 3.3641 -4.4429 -5.1151
H 1.7628 -5.2109 -5.1394
H 2.3212 -4.3665 -3.6870
H 2.7902 -3.0764 -7.1880
H 1.2992 -2.1216 -7.2346
H 1.2473 -3.8908 -7.2477
H 4.1010 -1.9473 -6.1577
H 5.4918 -0.2772 -5.0473
H 4.7327 0.7752 -2.9392
H 4.8066 1.7246 -0.4066
H 6.6080 0.8598 1.0352
H 6.4518 -1.4152 1.9897
H 4.4922 -2.8344 1.4846
H 2.6718 -1.9569 0.0571
H 2.5369 2.8296 0.3917
H 2.7324 5.2240 -0.0647
H 2.9362 6.0388 -2.3962
H 2.9420 4.4146 -4.2606
H 2.6930 2.0195 -3.8151
H -3.2953 -3.0886 -3.2804
H -2.8099 -4.2431 -5.4107
H -0.5461 -4.2054 -6.3363
H -4.5411 -2.1871 -0.5575
H -6.6507 -1.1330 -1.1947
H -6.6777 0.7512 -2.7919
H -4.5542 1.5414 -3.7884
H -2.4392 0.4628 -3.1833
H -3.2027 -2.0793 1.0490
H -3.7968 -4.0960 2.3030
H -2.9911 -6.3146 1.5557
H -1.5248 -6.4807 -0.4272
H -0.9196 -4.4661 -1.6894
Cl 1.3497 1.0423 1.6272

Cartesian forces (eV/Å) of the 6 atoms listed first:
Ga -0.87 0.18 -0.02
C 0.13 0.15 -0.07
C 0.31 0.05 0.09
N 0.41 -0.06 0.12
C -0.23 0.37 -0.16
C 0.09 -0.27 0.10

=====

C21H16AuBI2N9O | ωB97M-V/def2-TZVPD

Output
molecular weight = 872.01 u
LUMO (alpha / beta) = -10.055 / -10.098 eV
net charge = +2
orbital gap (alpha / beta) = 3.502 / 3.457 eV
multiplicity = 2

Element x y z (Å)
Au 0.3033 -0.0624 0.0016
C 4.4153 -0.4160 0.0045
C 3.1511 -0.9836 0.0025
N 2.2627 0.0118 0.0027
N 2.8856 1.1950 0.0040
C 4.2018 0.9528 0.0045
B 1.9769 2.4575 0.0033
N 1.1151 2.3154 -1.3089
C 0.8034 3.2325 -2.2356
C 0.0387 2.6394 -3.2294
C -0.0869 1.3138 -2.8501
N 0.5942 1.1289 -1.7198
N 1.1140 2.3140 1.3165
C 0.8008 3.2281 2.2463
C 0.0359 2.6315 3.2380
C -0.0879 1.3069 2.8557
N 0.5937 1.1256 1.7251
N 2.6878 3.7735 -0.0018
C 3.9837 4.1816 -0.0044
C 4.0011 5.5483 -0.0112
C 2.6415 5.9165 -0.0158
N 1.8600 4.8581 -0.0124
H 5.3598 -0.9288 0.0052
H 2.8470 -2.0164 0.0015
H 4.9260 1.7485 0.0052
H 1.1455 4.2460 -2.1319
H -0.3445 3.1054 -4.1187
H -0.5875 0.4932 -3.3346
H 1.1417 4.2418 2.1462
H -0.3481 3.0948 4.1284
H -0.5878 0.4844 3.3379
H 4.8231 3.5073 -0.0009
H 4.8646 6.1888 -0.0137
H 2.2096 6.9032 -0.0225
I -3.9782 3.5698 0.0063
C -4.0063 1.5194 0.0027
C -5.1901 0.7994 0.0017
C -5.2145 -0.5872 -0.0011
I -7.0438 -1.5305 -0.0029
C -3.9851 -1.3305 -0.0022
C -3.8987 -2.7331 -0.0047
C -2.6620 -3.3389 -0.0050
C -1.5179 -2.5501 -0.0026
N -1.5796 -1.2235 -0.0007
C -2.7775 -0.6181 -0.0005
C -2.7452 0.8444 0.0019
O -1.6547 1.4343 0.0029
H -6.1307 1.3334 0.0027
H -4.7989 -3.3325 -0.0062
H -2.5657 -4.4148 -0.0068
H -0.5335 -2.9995 -0.0027

Cartesian forces (eV/Å) of the 6 atoms listed first:
Au -1.26 -1.93 -0.01
C 0.23 0.09 -0.01
C 0.14 0.65 0.01
N 1.54 -0.88 0.00
N 0.33 -0.10 0.00
C 0.53 -0.08 0.01

=====

C37H39N4O2S3Sb2Zn | ωB97M-V/def2-TZVPD

Output
molecular weight = 976.86 u
LUMO = -3.163 eV
net charge = +1
orbital gap = 6.982 eV

Element x y z (Å)
Zn 0.0105 -0.6499 0.0576
S -3.1132 0.1537 4.9680
C -3.6895 0.0127 6.5673
C -2.6857 -0.2715 7.4389
C -1.4241 -0.3767 6.7952
C -1.4847 -0.1701 5.4463
C -0.3896 -0.2116 4.4686
C -0.6402 -0.0233 3.0965
N 0.2837 -0.0742 2.1673
C 1.5624 -0.3006 2.5271
C 1.9342 -0.4757 3.8612
C 3.3206 -0.6900 4.1841
C 4.2613 -0.7200 3.2189
C 3.9047 -0.5506 1.8344
C 4.8449 -0.5849 0.7955
C 4.4511 -0.4308 -0.5197
C 3.0719 -0.2640 -0.7459
N 2.1682 -0.2274 0.2087
C 2.5626 -0.3582 1.4933
C 5.4049 -0.4449 -1.6382
C 6.7678 -0.5074 -1.5871
C 7.3820 -0.4992 -2.8678
C 6.4752 -0.4269 -3.8763
S 4.8766 -0.3722 -3.2819
C 0.9222 -0.4389 4.8302
H -4.7412 0.1489 6.7745
H -2.8342 -0.4033 8.5023
H -0.5085 -0.6005 7.3280
H -1.6479 0.1916 2.7515
H 3.5929 -0.8254 5.2238
H 5.3042 -0.8772 3.4687
H 5.8904 -0.7349 1.0410
H 2.6980 -0.1521 -1.7599
H 7.3302 -0.5600 -0.6646
H 8.4501 -0.5433 -3.0265
H 6.6496 -0.4046 -4.9422
H 1.1886 -0.5910 5.8697
C 0.5260 0.2750 -4.1535
Sb 0.0168 -1.2054 -2.6870
C 1.3190 -2.7258 -3.4429
C -1.7934 -1.9279 -3.6147
C -2.8632 -0.8781 -3.6908
C -2.8804 0.0010 -4.7775
C -3.8278 1.0038 -4.8915
C -4.7986 1.1393 -3.9080
C -4.8059 0.2637 -2.8359
C -3.8519 -0.7487 -2.7037
C -3.9285 -1.6688 -1.5231
Sb -2.7821 -1.0034 0.1788
C -4.0966 0.6127 0.7015
C -3.5676 -2.4303 1.5610
H 0.4656 -0.1649 -5.1507
H 1.5463 0.6262 -3.9807
H -0.1594 1.1199 -4.0796
H 1.1115 -2.8492 -4.5057
H 1.1353 -3.6651 -2.9219
H 2.3605 -2.4334 -3.3099
H -2.0748 -2.8092 -3.0423
H -1.4718 -2.2358 -4.6102
H -2.1336 -0.1205 -5.5553
H -3.8195 1.6651 -5.7491
H -5.5579 1.9063 -3.9879
H -5.5804 0.3498 -2.0802
H -3.5822 -2.6804 -1.7340
H -4.9453 -1.7184 -1.1348
H -5.1089 0.2261 0.8331
H -4.0792 1.3474 -0.1038
H -3.7687 1.0929 1.6247
H -4.6565 -2.4034 1.5016
H -3.2555 -2.1818 2.5763
H -3.2089 -3.4262 1.3048
C -1.5268 4.9192 -0.3490
N -0.1594 4.4737 -0.1153
C 0.9214 5.2786 0.2280
C 1.9873 4.4759 0.3813
N 1.5399 3.1868 0.1293
C 0.2239 3.1801 -0.1725
S -0.7528 1.8548 -0.5512
H -1.5348 6.0043 -0.3999
H -2.1763 4.5826 0.4569
H -1.8926 4.5029 -1.2844
H 0.8372 6.3481 0.3246
H 3.0074 4.7018 0.6395
H 2.0886 2.3445 0.1609
O -0.9878 -3.4085 -0.8151
C -0.1777 -3.5039 0.1166
O 0.4254 -2.5327 0.6985
H 0.1445 -4.5062 0.4363

Cartesian forces (eV/Å) of the 6 atoms listed first:
Zn -0.16 0.13 -0.15
S 0.03 0.01 -0.09
C -0.06 0.01 -0.02
C 0.09 -0.02 0.06
C 0.06 -0.02 0.15
C -0.08 0.02 -0.08

=====

C23H15F3IrN5 | ωB97M-V/def2-TZVPD

Output
molecular weight = 610.62 u
LUMO = -8.277 eV
net charge = +2
orbital gap = 5.379 eV

Element x y z (Å)
Ir 0.4906 -0.7916 0.2808
N 2.3945 -0.8320 -3.5829
C 1.9197 -1.2556 -2.4373
N 1.1190 -0.5313 -1.6730
C 0.7355 0.7473 -2.0931
N -0.1133 1.4296 -1.3851
N -0.4521 0.7814 -0.2330
C -1.2682 1.2857 0.6249
C -1.4775 0.5187 1.8525
C -2.1741 0.9731 2.9453
C -2.2797 0.1370 4.0599
C -1.7090 -1.1207 4.0219
C -1.0059 -1.5105 2.8867
N -0.8886 -0.7073 1.8298
C 1.3129 1.2896 -3.3035
C 1.0748 2.6010 -3.7294
C 1.6775 3.0612 -4.8784
C 2.5204 2.2255 -5.6179
C 2.7606 0.9264 -5.2179
C 2.1539 0.4693 -4.0575
H 2.9673 -1.4553 -4.1376
H 2.1846 -2.2546 -2.1167
H -1.7447 2.2395 0.4335
H -2.6118 1.9620 2.9364
H -2.8042 0.4741 4.9439
H -1.7907 -1.8013 4.8572
H -0.5422 -2.4855 2.8199
H 0.4239 3.2313 -3.1404
H 1.5018 4.0746 -5.2108
H 3.0022 2.6035 -6.5094
H 3.4188 0.2813 -5.7867
F 8.3734 1.9563 4.6235
C 7.4030 2.8341 4.3568
F 7.0077 3.3779 5.5173
F 7.9320 3.8205 3.6166
C 6.2386 2.1949 3.6413
C 5.1504 2.9952 3.3146
C 4.0627 2.4442 2.6664
C 4.0691 1.0871 2.3364
C 5.1658 0.2925 2.6594
C 6.2519 0.8494 3.3158
C 2.9342 0.5127 1.6661
C 2.0002 -0.0338 1.1175
H 5.1622 4.0472 3.5675
H 3.2122 3.0602 2.4069
H 5.1593 -0.7598 2.4093
H 7.1056 0.2388 3.5726

Cartesian forces (eV/Å) of the 6 atoms listed first:
Ir -1.45 -1.30 -1.32
N -0.05 0.10 -0.13
C -0.04 0.01 0.08
N 0.89 0.07 0.31
C -0.07 0.13 -0.01
N 0.03 0.07 -0.06

=====

C40H37F6N2O2S | ωB97M-V/def2-TZVPD

Output
molecular weight = 723.80 u
LUMO = -4.329 eV
net charge = +1
orbital gap = 5.627 eV

Element x y z (Å)
C -6.7024 -3.3453 4.0525
O -6.1565 -2.0109 4.0420
C -4.8075 -1.8275 3.9778
C -4.3417 -0.4837 3.9950
C -2.9867 -0.2142 3.9753
C -2.0232 -1.2231 3.8326
C -0.5773 -0.7852 3.7249
C 0.4090 -1.7776 3.4043
S 2.0991 -1.5625 3.7342
C 2.5167 -2.6433 5.1663
C 2.6511 -2.7233 2.4472
O -0.2903 0.4231 3.9322
C -2.4855 -2.5531 3.8494
C -3.8465 -2.8637 3.9163
H -7.7824 -3.2109 4.1133
H -6.4481 -3.8768 3.1303
H -6.3527 -3.9073 4.9241
H -5.0618 0.3290 4.0499
H -2.6476 0.8213 4.0379
H 0.1254 -2.8169 3.5890
H 3.6091 -2.6954 5.2018
H 2.1666 -2.1970 6.0989
H 2.1180 -3.6541 5.0684
H 3.7422 -2.7844 2.4668
H 2.1997 -3.7002 2.6251
H 2.3037 -2.3003 1.5054
H -1.7681 -3.3644 3.7896
H -4.1639 -3.9073 3.9291
F 4.6344 -4.7994 -3.0626
C 4.9628 -3.6146 -2.4843
F 4.2301 -3.4850 -1.3265
F 6.2856 -3.6671 -2.1069
C 4.7217 -2.4470 -3.3838
N 4.9480 -1.2037 -2.6194
C 6.1312 -0.4847 -2.9084
C 6.1312 0.4372 -3.9670
C 7.3201 1.0459 -4.3518
C 8.5116 0.7161 -3.6999
C 8.5182 -0.2037 -2.6501
C 7.3303 -0.8203 -2.2630
C 3.9459 -0.6855 -1.8177
C 4.2588 0.0220 -0.6346
C 3.2617 0.3479 0.2712
C 1.8819 0.1338 -0.0523
C 0.8191 0.5358 0.8251
C -0.3439 1.2170 0.3522
C -1.4029 1.5352 1.2606
C -2.5869 2.0766 0.8378
C -2.7858 2.4389 -0.5136
N -4.0294 2.8177 -0.9756
C -5.2397 2.3645 -0.2675
C -5.5787 0.9722 -0.6976
F -6.5141 0.3885 0.1021
F -6.0560 0.9785 -1.9896
F -4.4612 0.1708 -0.6903
C -4.2232 3.6801 -2.0870
C -4.4229 3.1476 -3.3705
C -4.6362 4.0042 -4.4508
C -4.6883 5.3830 -4.2446
C -4.5471 5.9153 -2.9600
C -4.3560 5.0622 -1.8757
C -1.6553 2.3859 -1.3740
C -0.4866 1.7807 -0.9610
C 1.5918 -0.3943 -1.3444
C 2.5928 -0.8384 -2.1800
H 5.4418 -2.4954 -4.2058
H 3.6906 -2.5173 -3.7424
H 5.1879 0.6495 -4.4692
H 7.3178 1.7602 -5.1752
H 9.4487 1.1800 -4.0178
H 9.4503 -0.4590 -2.1435
H 7.2910 -1.5673 -1.4744
H 5.3025 0.2171 -0.4102
H 3.5160 0.8436 1.2066
H 0.9596 0.4593 1.9113
H -1.2560 1.3643 2.3213
H -3.3994 2.2271 1.5447
H -5.1032 2.3436 0.8158
H -6.0779 3.0096 -0.5442
H -4.3949 2.0658 -3.4856
H -4.7671 3.5916 -5.4534
H -4.8415 6.0536 -5.0953
H -4.5946 6.9913 -2.7979
H -4.2665 5.4441 -0.8600
H -1.7440 2.7725 -2.3867
H 0.3732 1.7533 -1.6384
H 0.5591 -0.4461 -1.6872
H 2.3449 -1.3000 -3.1305

Cartesian forces (eV/Å) of the 6 atoms listed first:
C 0.34 0.49 -0.03
O 0.34 -0.21 -0.04
C 0.63 0.12 -0.01
C -0.35 -0.79 0.14
C 0.00 0.14 -0.38
C -0.34 -0.22 0.15

=====

C4H12N2O2 | ωB97M-V/def2-TZVPD

Output
molecular weight = 120.15 u
LUMO = -4.566 eV
energy relative to the best compared isomer or geometry (same formula, charge and spin) = 9.692 eV
orbital gap = 3.572 eV

Element x y z (Å)
C -0.3972 1.0790 -0.8942
C 0.8875 0.5799 -0.2213
C 0.6121 -0.6817 0.5683
C -0.2988 -0.3640 1.7573
N 0.1062 0.8005 2.4373
O -1.6630 -0.3447 1.3313
N -0.8845 0.1908 -1.8557
H -1.1870 1.2250 -0.0605
H -0.1181 2.0698 -1.3601
H 1.2700 1.3296 0.4427
H 1.6195 0.2628 -0.9978
H 1.5394 -0.8980 1.0398
H 0.2448 -1.5240 0.0633
H -0.2014 -1.2493 2.3762
H -0.2410 0.6372 3.3582
H -1.0785 0.6988 -2.7406
H 0.9852 -2.2681 -2.4437
H -0.1835 -0.5330 -2.1785
H -2.1044 0.3060 1.8940
O 1.0927 -1.3165 -2.5160

Cartesian forces (eV/Å) of the 6 atoms listed first:
C 1.47 1.29 -0.63
C -0.68 -1.53 -1.07
C -0.16 2.44 1.84
C 0.69 -0.17 -1.79
N 0.49 -0.85 -0.61
O -0.26 0.17 0.44